8
Properties=species:S:1:pos:R:3 method="wB97M-V/def2-TZVPD" gap_ev=10.21 smiles="O=C[C@H]1C=N1" e_homo_ev=-9.992 total_energy_ha=-245.9892 total_charge=0 lumo_energy_ev=0.217
O 2.02 0.03 1.00
N -1.52 -0.51 0.20
C -1.27 0.23 -0.75
C 1.08 -0.44 0.39
C -0.25 0.24 0.32
H -0.08 1.20 0.96
H -1.17 0.63 -1.75
H 1.19 -1.38 -0.37